{
  "formula": "CH17NO6",
  "method": "wB97M-V/def2-TZVPD",
  "gap_ev": 10.71,
  "total_charge": 0,
  "relative_energy_kcal_mol": 65.3,
  "homo_energy_ev": -10.299,
  "e_tot_ev": -15085.82214,
  "elements": ["H", "O", "N", "H", "H", "H", "C", "H", "H", "H", "O", "H", "H", "O", "H", "H", "O", "H", "H", "O", "H", "H", "O", "H", "H"],
  "coordinates": [[-0.84590, -0.06683, 0.64073], [0.05806, -0.96291, 0.97036], [-1.72728, 0.74881, -0.07739], [-0.39856, -1.64834, 0.63004], [-2.60959, 0.65781, 0.10291], [-1.78746, 0.14329, -0.94575], [-1.12010, 2.13029, -0.04641], [-2.01822, 2.83247, -0.34544], [-0.91236, 2.21885, 1.07165], [-0.18815, 2.06119, -0.64352], [2.08631, -1.53135, -0.82829], [1.38881, -1.28669, -0.29379], [2.62583, -2.19226, -0.49990], [1.69471, -0.52580, -3.29496], [1.74721, 0.32336, -3.59149], [2.17013, -0.82223, -2.52510], [-0.84082, -1.23165, -2.62713], [0.19702, -1.31215, -2.65115], [-1.14976, -0.81981, -3.34923], [0.68918, -1.27942, 3.69069], [0.55166, -1.50137, 2.79833], [0.07364, -0.62130, 3.97484], [-0.19512, 1.76573, 2.84395], [-0.22766, 0.86514, 2.42344], [0.73842, 2.05517, 2.57265]],
  "atomic_forces_ev_per_a": [[0.9, -1.2, -0.2], [0.6, 5.5, 1.1], [6.6, -2.1, -2.3], [-2.4, -4.0, -1.7], [-6.6, 0.4, 2.7], [1.5, 1.4, 0.3], [-2.5, -0.6, 0.7], [2.5, -0.8, 0.2], [-0.1, 0.7, -1.8], [-0.8, 0.7, 0.2], [1.5, 1.2, -4.1], [-2.6, 0.7, 2.8], [1.2, -1.9, 1.4], [-1.1, -4.0, -0.4], [0.8, 3.5, -0.5], [0.7, 0.6, 0.9], [3.4, -2.8, 4.9], [-2.9, 0.8, -0.6], [-1.1, 2.2, -4.2], [1.3, -0.4, 2.3], [-0.7, 0.1, -2.1], [-0.6, 0.5, -0.1], [2.1, -0.6, -1.1], [0.1, 0.8, 0.7], [-1.9, -0.5, 0.8]],
  "nbo_charge": [0.464, -1.121, -0.805, 0.449, 0.368, 0.421, -0.455, 0.204, 0.257, 0.223, -0.988, 0.508, 0.480, -0.990, 0.479, 0.519, -1.002, 0.521, 0.458, -0.967, 0.494, 0.464, -0.947, 0.486, 0.479]
}

{
  "formula": "C77H65F3N3O24P",
  "method": "wB97M-V/def2-TZVPD",
  "gap_ev": 6.68,
  "total_charge": 0,
  "homo_energy_ev": -8.492,
  "e_tot_ev": -151944.86864,
  "smiles": "CCOc1c(COC(C)=O)c2c(c(P(C)O)c1CNC)C(=O)c1c(cc(CCCCN)c(OC#N)c1COC(F)(F)F)C2=O.O=C1C=CC(=O)C=C1.O=C1C=CC(=O)C=C1.O=C1C=CC(=O)C=C1.O=C1C=CC(=O)C=C1.O=C1C=CC(=O)C=C1.O=C1C=CC(=O)C=C1.O=C1C=CC(=O)C=C1.O=C1C=CC(=O)C=C1",
  "elements": ["C", "C", "O", "C", "C", "C", "O", "C", "C", "O", "C", "C", "C", "P", "C", "O", "C", "C", "N", "C", "C", "O", "C", "C", "C", "C", "C", "C", "C", "C", "N", "C", "O", "C", "N", "C", "C", "O", "C", "F", "F", "F", "C", "O", "H", "H", "H", "H", "H", "H", "H", "H", "H", "H", "H", "H", "H", "H", "H", "H", "H", "H", "H", "H", "H", "H", "H", "H", "H", "H", "H", "H", "H", "H", "H", "H", "H", "O", "C", "C", "C", "C", "O", "C", "C", "H", "H", "H", "H", "O", "C", "C", "C", "C", "O", "C", "C", "H", "H", "H", "H", "O", "C", "C", "C", "C", "O", "C", "C", "H", "H", "H", "H", "O", "C", "C", "C", "C", "O", "C", "C", "H", "H", "H", "H", "O", "C", "C", "C", "C", "O", "C", "C", "H", "H", "H", "H", "O", "C", "C", "C", "C", "O", "C", "C", "H", "H", "H", "H", "O", "C", "C", "C", "C", "O", "C", "C", "H", "H", "H", "H", "O", "C", "C", "C", "C", "O", "C", "C", "H", "H", "H", "H"],
  "coordinates": [[1.63650, 0.56304, 3.77223], [1.34305, 1.94494, 4.29869], [0.34405, 2.70178, 3.57486], [-0.49856, 1.96990, 2.77342], [-0.24587, 1.98041, 1.39586], [0.92353, 2.76687, 0.87478], [0.71857, 4.17891, 0.95804], [0.02414, 4.72026, -0.10415], [-1.46683, 4.72491, -0.05599], [0.62369, 5.22621, -0.99836], [-1.11540, 1.24895, 0.59678], [-2.19731, 0.54594, 1.13830], [-2.43508, 0.50490, 2.51769], [-3.82890, -0.46949, 3.24925], [-3.05901, -1.37958, 4.65856], [-4.06646, -1.76867, 2.24667], [-1.57457, 1.27543, 3.32635], [-1.77308, 1.42301, 4.81243], [-3.18720, 1.56767, 5.14795], [-3.80246, 2.71776, 4.50219], [-3.07885, -0.11330, 0.11187], [-4.27188, -0.01622, 0.11119], [-2.31676, -0.81868, -0.97276], [-1.21140, -0.14055, -1.47491], [-0.42539, -0.69431, -2.46960], [-0.72247, -1.94637, -2.97512], [0.15605, -2.59528, -4.01811], [1.37494, -3.23098, -3.30416], [0.99889, -4.46398, -2.47963], [0.86406, -4.15605, -1.00066], [0.52527, -5.36589, -0.22707], [-1.84189, -2.60966, -2.47925], [-2.19344, -3.89469, -2.96856], [-2.89078, -3.84962, -4.05449], [-3.51559, -3.78923, -5.00872], [-2.66012, -2.06192, -1.50030], [-3.90538, -2.79585, -1.04847], [-4.99367, -2.19287, -1.77212], [-6.20039, -2.64973, -1.37316], [-6.29737, -3.98089, -1.52215], [-7.13170, -2.09437, -2.13906], [-6.47337, -2.35368, -0.10901], [-0.91704, 1.18554, -0.88111], [-0.58073, 2.12711, -1.55016], [1.90228, 0.55849, 2.71929], [2.49563, 0.20045, 4.33122], [0.83772, -0.15155, 3.94881], [2.26060, 2.52093, 4.21459], [1.11242, 1.92864, 5.36124], [1.80976, 2.53547, 1.45375], [1.14409, 2.51515, -0.15599], [-1.83144, 4.47604, -1.04594], [-1.85017, 5.71055, 0.16943], [-1.88427, 3.99607, 0.62932], [-3.61698, -1.20343, 5.56646], [-2.00879, -1.15593, 4.77999], [-3.11012, -2.44503, 4.43964], [-3.23134, -2.25104, 2.15382], [-1.32161, 0.59499, 5.34892], [-1.23382, 2.31448, 5.13966], [-3.24153, 1.65779, 6.15259], [-3.86203, 2.58862, 3.42841], [-3.31909, 3.66766, 4.75231], [-4.82603, 2.79041, 4.85927], [0.42607, -0.13829, -2.82951], [-0.40228, -3.38346, -4.49872], [0.42253, -1.87928, -4.78938], [2.07948, -3.54028, -4.05948], [1.82789, -2.45856, -2.68386], [0.05319, -4.88774, -2.81445], [1.74819, -5.23455, -2.63063], [0.15522, -3.34158, -0.83277], [1.82081, -3.78890, -0.62931], [-0.48913, -5.43871, -0.21122], [0.78535, -5.18005, 0.73480], [-3.79974, -3.83474, -1.33490], [-4.01583, -2.65100, 0.01760], [-5.23518, 10.71963, -2.50833], [-4.99842, 9.70557, -1.88890], [-3.60314, 9.26764, -1.63153], [-3.34289, 8.15372, -0.95316], [-4.43750, 7.30060, -0.42260], [-4.20573, 6.28497, 0.19782], [-5.83221, 7.73869, -0.68056], [-6.09199, 8.85283, -1.35892], [-2.82080, 9.90318, -2.02622], [-2.33174, 7.81961, -0.75810], [-6.61432, 7.10240, -0.28653], [-7.10119, 9.19033, -1.55739], [-0.90220, -6.77407, -10.17313], [-0.42280, -6.26758, -9.18221], [-1.19349, -6.17499, -7.91504], [-0.66504, -5.62170, -6.82754], [0.71397, -5.07457, -6.83498], [1.19728, -4.57249, -5.83876], [1.48295, -5.16339, -8.09914], [0.95603, -5.71868, -9.18664], [-2.19757, -6.57935, -7.93155], [-1.21123, -5.54363, -5.89605], [2.48568, -4.76006, -8.08263], [1.50218, -5.79771, -10.11809], [6.52621, 6.47147, 7.26039], [5.99326, 5.41433, 6.99970], [4.54198, 5.33544, 6.69047], [3.96905, 4.16952, 6.40384], [4.74312, 2.90455, 6.39049], [4.20906, 1.84186, 6.13125], [6.18668, 2.98291, 6.71664], [6.76878, 4.14645, 6.99356], [3.98026, 6.26074, 6.70762], [2.91291, 4.08859, 6.17552], [6.73503, 2.04929, 6.70775], [7.82135, 4.22344, 7.22595], [-2.73281, 6.82041, 4.88004], [-1.62657, 6.86776, 5.37247], [-1.43579, 7.22213, 6.80225], [-0.22163, 7.27287, 7.34161], [0.99022, 6.97786, 6.53774], [2.09422, 7.01753, 7.04366], [0.80136, 6.62648, 5.11246], [-0.41227, 6.57335, 4.57243], [-2.33358, 7.43250, 7.36974], [-0.05743, 7.52715, 8.38115], [1.69801, 6.41257, 4.54326], [-0.56913, 6.31090, 3.53886], [-7.11449, 1.35919, -4.85063], [-5.96334, 1.00043, -4.97233], [-5.13414, 1.45835, -6.11827], [-3.87126, 1.06512, -6.25740], [-3.23771, 0.15457, -5.27170], [-2.08261, -0.20128, -5.39478], [-4.06467, -0.30069, -4.13028], [-5.32806, 0.08820, -3.98864], [-5.61656, 2.12279, -6.82386], [-3.24970, 1.38577, -7.08387], [-3.58484, -0.96120, -3.42888], [-5.94538, -0.23469, -3.16255], [-2.28771, -6.62685, 0.07638], [-2.48338, -7.51885, -0.72479], [-3.41385, -8.63268, -0.42306], [-3.62686, -9.60825, -1.30165], [-2.94264, -9.62238, -2.62048], [-3.13838, -10.50986, -3.42042], [-2.00994, -8.50605, -2.91928], [-1.79742, -7.53064, -2.04058], [-3.90263, -8.60240, 0.54232], [-4.30160, -10.43113, -1.10366], [-1.51949, -8.53620, -3.88403], [-1.11941, -6.70932, -2.23644], [9.67788, 3.81521, 6.29305], [10.61558, 4.58708, 6.32138], [11.48994, 4.69127, 7.51456], [12.51468, 5.53831, 7.54566], [12.82670, 6.41379, 6.38687], [13.76113, 7.18330, 6.41462], [11.94915, 6.30778, 5.19344], [10.92479, 5.46011, 5.16368], [11.24529, 4.04424, 8.34730], [13.16553, 5.63178, 8.40546], [12.19229, 6.95486, 4.36059], [10.27250, 5.36629, 4.30492], [3.52865, -11.14810, -5.54518], [3.66137, -10.10957, -6.15353], [2.97617, -9.88370, -7.45231], [3.12400, -8.74307, -8.12063], [3.97804, -7.64866, -7.59589], [4.10638, -6.60663, -8.20376], [4.66204, -7.87240, -6.29870], [4.51511, -9.01273, -5.62983], [2.35790, -10.69454, -7.81589], [2.63437, -8.55769, -9.06860], [5.27865, -7.06024, -5.93522], [5.00377, -9.19748, -4.68176]],
  "atomic_forces_ev_per_a": [[0.1, -0.2, 0.4], [0.4, 0.3, -0.2], [0.0, -0.4, -0.1], [0.0, 0.1, -0.3], [-0.3, -0.1, 0.4], [0.0, 0.0, -0.2], [-0.2, -0.1, 0.3], [0.0, 0.1, -0.2], [-0.2, -0.6, 0.0], [0.4, 0.3, -0.4], [0.2, 0.3, 0.1], [0.0, -0.3, 0.0], [0.5, -0.2, -0.2], [-1.4, 0.6, 0.7], [0.3, -0.3, -0.5], [1.0, 0.0, -0.3], [0.2, 0.0, 0.2], [-0.2, 0.7, 0.1], [0.4, -0.5, -0.4], [-0.4, 0.2, 0.6], [0.4, -0.1, 0.1], [-0.6, 0.0, 0.0], [0.2, -0.1, -0.1], [0.0, -0.4, 0.0], [-0.3, 0.2, 0.3], [-0.1, -0.7, -0.8], [0.0, -0.1, 0.9], [-0.6, 0.1, -0.6], [-0.1, 0.3, 0.2], [0.5, -0.4, 0.3], [-0.2, 0.7, -0.1], [0.1, 1.0, 0.4], [0.2, -0.1, 0.1], [0.4, 0.1, 0.7], [-0.6, -0.1, -1.1], [-0.4, -0.3, 0.3], [0.9, 0.7, -0.5], [-0.2, -0.4, 0.3], [0.0, 0.2, -0.5], [0.0, -0.2, 0.2], [-0.1, 0.1, -0.1], [0.0, -0.1, 0.3], [-0.3, -0.2, 0.2], [0.4, 0.4, -0.3], [0.0, 0.0, -0.1], [0.2, 0.0, 0.0], [-0.2, 0.0, -0.1], [0.0, 0.2, -0.1], [-0.3, -0.1, 0.1], [0.1, 0.2, 0.3], [0.0, -0.1, -0.1], [0.0, 0.0, -0.2], [0.0, 0.2, 0.3], [0.0, 0.1, 0.3], [0.0, 0.2, 0.2], [0.2, 0.1, 0.2], [-0.2, -0.1, -0.1], [-0.2, -0.3, 0.0], [-0.1, -0.2, 0.2], [0.2, 0.1, -0.1], [-0.3, 0.0, 0.1], [0.2, 0.0, -0.2], [0.2, 0.1, -0.2], [-0.2, 0.0, 0.0], [0.1, 0.0, -0.2], [0.0, -0.2, -0.3], [0.2, 0.2, 0.1], [0.3, 0.2, -0.2], [0.2, 0.0, 0.2], [-0.1, 0.0, -0.3], [0.1, -0.2, 0.2], [-0.1, 0.1, -0.1], [0.2, 0.1, 0.0], [0.1, -0.3, 0.1], [0.0, -0.2, 0.1], [-0.3, -0.2, 0.3], [-0.4, -0.1, 0.2], [0.0, 0.0, 0.0], [0.0, 0.0, 0.0], [0.0, 0.0, 0.0], [0.0, 0.0, 0.0], [-0.1, 0.0, 0.0], [0.0, 0.1, 0.0], [0.0, 0.0, 0.0], [0.0, 0.0, 0.0], [0.0, 0.0, 0.0], [0.0, 0.0, 0.0], [0.0, 0.0, 0.0], [0.0, 0.0, 0.0], [0.0, 0.0, 0.0], [0.0, 0.0, 0.0], [0.0, 0.0, 0.0], [0.0, 0.0, 0.0], [0.0, 0.0, 0.0], [0.0, -0.3, -0.3], [-0.1, 0.1, 0.0], [0.0, 0.0, 0.0], [0.0, 0.0, 0.0], [0.0, 0.0, 0.0], [0.0, 0.0, 0.0], [0.0, 0.0, 0.0], [0.0, 0.0, 0.0], [0.0, -0.1, 0.1], [0.1, 0.1, -0.1], [0.0, 0.0, 0.0], [-0.1, -0.1, 0.0], [0.0, 0.1, 0.0], [0.0, 0.0, 0.0], [-0.1, 0.0, 0.1], [0.1, -0.1, 0.0], [0.0, 0.0, 0.0], [0.0, 0.0, 0.0], [-0.1, 0.0, 0.0], [0.0, 0.0, 0.0], [-0.1, 0.0, 0.0], [0.0, 0.0, 0.0], [0.0, 0.0, 0.0], [0.0, 0.0, 0.1], [-0.2, 0.1, 0.0], [0.1, 0.0, 0.0], [0.1, 0.0, 0.1], [0.0, 0.0, 0.0], [0.0, 0.0, 0.0], [0.0, 0.0, 0.0], [-0.1, -0.1, -0.2], [0.0, 0.0, 0.0], [0.0, 0.0, 0.0], [0.0, 0.0, 0.0], [0.0, 0.0, 0.0], [0.0, 0.0, 0.0], [0.0, 0.0, 0.0], [-0.1, 0.1, -0.2], [0.0, 0.1, 0.0], [0.0, 0.0, 0.0], [0.0, 0.0, 0.0], [0.0, 0.0, 0.0], [0.0, 0.0, 0.0], [-0.1, 0.1, 0.0], [0.0, 0.0, 0.0], [0.0, 0.0, 0.0], [0.0, 0.0, 0.0], [0.0, 0.0, 0.0], [0.0, 0.0, 0.0], [0.0, 0.0, 0.0], [0.0, 0.0, 0.0], [0.0, 0.0, 0.0], [0.0, 0.0, 0.0], [0.0, 0.0, 0.0], [0.0, 0.0, 0.0], [0.2, 0.0, 0.0], [0.0, 0.0, 0.0], [0.0, 0.0, 0.0], [0.0, 0.0, 0.0], [0.0, 0.0, 0.0], [0.0, 0.0, 0.0], [0.0, 0.0, 0.0], [0.0, 0.0, 0.0], [0.0, 0.0, 0.0], [0.0, 0.0, 0.0], [0.0, 0.0, 0.0], [0.0, 0.0, 0.0], [0.0, 0.0, 0.0], [0.0, 0.0, 0.0], [0.0, 0.0, 0.0], [0.0, 0.0, 0.0], [0.0, 0.0, 0.0], [0.1, 0.0, 0.0], [0.0, 0.0, 0.0], [0.0, 0.0, 0.0], [0.0, 0.0, 0.0], [0.0, 0.0, 0.0], [0.0, 0.0, 0.0], [0.0, 0.0, 0.0]],
  "lowdin_charge": [-0.050, -0.216, -0.070, -0.196, -0.049, -0.096, -0.004, -0.518, 0.024, 0.145, -0.030, -0.066, -0.203, 0.949, -0.246, -0.336, -0.132, -0.190, -0.135, -0.109, -0.293, 0.154, -0.018, -0.057, 0.075, -0.134, -0.117, -0.170, -0.194, -0.282, 0.016, -0.139, 0.052, -0.336, 0.216, -0.052, -0.054, 0.044, -0.728, 0.164, 0.182, 0.190, -0.265, 0.153, 0.081, 0.083, 0.076, 0.106, 0.115, 0.129, 0.126, 0.096, 0.059, 0.084, 0.034, 0.019, 0.038, 0.055, 0.110, 0.117, 0.115, 0.071, 0.078, 0.085, 0.146, 0.080, 0.130, 0.084, 0.112, 0.083, 0.114, 0.099, 0.113, 0.023, 0.063, 0.132, 0.114, 0.108, -0.386, 0.024, 0.025, -0.374, 0.101, 0.023, 0.021, 0.123, 0.115, 0.123, 0.122, 0.109, -0.384, 0.032, 0.027, -0.347, 0.093, 0.014, 0.020, 0.126, 0.103, 0.114, 0.127, 0.112, -0.368, 0.027, 0.019, -0.380, 0.085, 0.027, 0.023, 0.089, 0.108, 0.124, 0.089, 0.109, -0.384, 0.024, 0.024, -0.368, 0.084, 0.027, 0.033, 0.123, 0.123, 0.126, 0.121, 0.110, -0.376, 0.022, 0.022, -0.366, 0.101, 0.035, 0.047, 0.121, 0.120, 0.085, 0.108, 0.084, -0.369, 0.023, 0.026, -0.383, 0.114, 0.030, 0.027, 0.123, 0.124, 0.121, 0.097, 0.077, -0.370, 0.024, 0.024, -0.384, 0.113, 0.025, 0.025, 0.123, 0.123, 0.123, 0.124, 0.112, -0.385, 0.026, 0.021, -0.380, 0.088, 0.024, 0.023, 0.124, 0.121, 0.123, 0.123]
}

{
  "formula": "C9H7ClO3Re",
  "method": "wB97M-V/def2-TZVPD",
  "gap_ev": [7.81, 5.64],
  "total_charge": 2,
  "relative_energy_kcal_mol": 24.4,
  "s2": 3.770,
  "homo_energy_ev": [-16.428, -18.684],
  "spin_multiplicity": 4,
  "e_tot_ev": -30219.48174,
  "elements": ["Cl", "C", "C", "C", "H", "C", "C", "H", "H", "H", "C", "Re", "C", "C", "O", "O", "H", "H", "H", "O", "C"],
  "coordinates": [[-2.56266, 1.13894, -0.14098], [0.76104, -1.71795, -0.69638], [1.75983, -0.94401, -0.04352], [1.55585, 0.42474, -0.34959], [2.58907, -1.30882, 0.56707], [0.42239, 0.54229, -1.23752], [-0.10977, -0.81812, -1.41489], [-1.01611, -1.07426, -1.97006], [0.65825, -2.81171, -0.62159], [2.20682, 1.26096, -0.10069], [-0.18541, 1.82841, -1.67748], [-0.36243, -0.20437, 0.68287], [0.10281, -1.60803, 1.93771], [-2.35998, -0.60145, 1.11250], [0.41450, -2.44102, 2.69232], [-3.42452, -0.89953, 1.47999], [0.22352, 2.65188, -1.06947], [-1.24507, 1.74619, -1.43477], [-0.06532, 1.94898, -2.76044], [0.46830, 1.78556, 2.96843], [0.16889, 1.10134, 2.07652]],
  "atomic_forces_ev_per_a": [[-1.3, 1.9, -1.2], [-0.9, -0.2, -0.3], [0.6, 0.4, 0.0], [-0.1, 0.4, -1.2], [-0.4, 0.0, -0.1], [0.2, -1.0, -0.4], [0.9, 1.0, -0.5], [0.4, 0.0, 0.0], [0.0, 0.7, -0.1], [-0.2, -0.2, 0.2], [1.0, 0.1, -0.3], [0.6, -3.1, 2.0], [1.2, -3.5, 4.0], [-3.9, -2.2, 2.5], [-1.2, 3.1, -3.1], [3.7, 1.1, -1.4], [-0.2, -0.1, -0.6], [-0.6, 0.5, -0.6], [-0.1, 0.4, 0.2], [-1.1, -2.7, -3.7], [1.3, 3.6, 4.3]],
  "lowdin_spin": [0.851, 0.039, 0.032, 0.001, 0.001, 0.113, 0.070, 0.009, 0.003, 0.000, 0.124, 1.126, 0.047, 0.104, 0.045, 0.226, 0.002, 0.041, 0.012, 0.085, 0.069]
}